No. 1
Computed, not measured: a cluster of 5 separate species, C22H58N4O7 in total at a distorted geometry, with ωB97M-V/def2-TZVPD.

Last column: Löwdin charge in e.
Geometry (Å):
C -1.89322 2.81643 4.13467  -0.1068
C -2.61359 1.91101 5.12512  -0.3019
O -3.82021 2.53116 5.59925  -0.0919
H -2.64686 3.15663 3.41798  0.0752
H -1.13191 2.31184 3.54325  0.0354
H -1.45061 3.64579 4.68438  0.0751
H -2.03267 1.89023 6.05054  0.1096
H -2.81217 0.98176 4.58778  0.1051
H -4.54035 1.89939 5.61787  0.0713
C 0.70355 0.72328 -1.98889  -0.0898
O -0.24942 -0.17803 -2.54235  -0.2193
C 0.25361 -1.50924 -2.66305  -0.2173
C -0.87508 -2.51343 -2.95058  -0.2222
N -0.93818 -2.86095 -4.34829  -0.0556
C -1.37328 -1.72087 -5.16300  -0.2122
C -1.41350 -2.03237 -6.65375  -0.2246
O -1.56796 -0.87155 -7.43313  -0.1901
C -0.36457 -0.21564 -7.76117  -0.1088
H 1.36215 0.27830 -1.24046  0.0643
H 0.05862 1.46144 -1.50834  0.0831
H 1.33137 1.23708 -2.72054  0.0914
H 0.80620 -1.80524 -1.76335  0.1131
H 1.01573 -1.69394 -3.43040  0.1262
H -1.77350 -2.22609 -2.38592  0.0938
H -0.71040 -3.41587 -2.34564  0.1227
H -1.69754 -3.51588 -4.53703  0.1157
H -0.68954 -0.89656 -4.91500  0.1032
H -2.29872 -1.23474 -4.81381  0.1312
H -2.30061 -2.63686 -6.86465  0.1230
H -0.55780 -2.63190 -6.98229  0.1211
H -0.57666 0.56597 -8.49017  0.0862
H 0.35368 -0.93893 -8.15500  0.0878
H 0.01991 0.32957 -6.89045  0.0819
C 4.58007 -1.84373 -1.65229  -0.1321
O 4.13572 -1.95106 -0.33561  -0.1654
C 4.01339 -0.68528 0.26891  -0.2379
C 3.68393 -0.90222 1.75347  -0.1853
N 2.23896 -1.18633 1.84281  -0.0716
C 1.84424 -1.59140 3.17724  -0.2141
C 0.38518 -1.96425 3.27519  -0.2281
O 0.07701 -3.20353 2.63978  -0.1861
C -1.30039 -3.48930 2.74512  -0.1209
H 5.60678 -1.46350 -1.76423  0.0891
H 4.00607 -1.14113 -2.27513  0.0836
H 4.56509 -2.81802 -2.14023  0.0904
H 3.21686 -0.09997 -0.20529  0.0978
H 4.86684 -0.00027 0.18139  0.1226
H 3.88336 0.00771 2.32070  0.1027
H 4.26616 -1.73638 2.15684  0.1224
H 2.09421 -1.98023 1.22331  0.1154
H 1.98122 -0.78191 3.89622  0.1239
H 2.39118 -2.50550 3.46007  0.1266
H -0.19125 -1.22856 2.69387  0.0979
H -0.01066 -1.94344 4.29562  0.1220
H -1.69086 -3.33994 3.75659  0.0841
H -1.37008 -4.53489 2.44820  0.0889
H -1.91571 -2.88469 2.07217  0.0627
C 0.60501 4.11673 2.19536  -0.0651
C 1.43760 2.94658 1.64528  -0.4064
C 2.88681 3.03115 2.12522  -0.1936
O 3.49335 4.21890 1.67905  -0.1795
C 4.85163 4.16191 1.36111  -0.1230
N 0.88236 1.66788 2.08887  0.0583
H 0.61434 4.14899 3.28789  0.0724
H -0.44495 4.16377 1.90788  0.0697
H 1.07843 5.05664 1.90091  0.0745
H 1.30042 3.00997 0.55927  0.1287
H 3.40458 2.13371 1.76551  0.1022
H 2.94748 3.06097 3.21837  0.1384
H 4.97567 3.85335 0.31314  0.0850
H 5.45923 3.47388 1.95589  0.0860
H 5.34341 5.13416 1.38026  0.0844
H 0.02027 1.34329 1.66265  0.0170
H 1.53492 0.91073 1.88072  0.0334
C -2.21433 0.79841 1.22063  -0.0519
C -2.80581 -0.29421 0.32530  -0.3896
C -3.56277 0.05191 -0.94662  -0.1840
O -4.42535 -0.99210 -1.42792  -0.1942
C -5.51845 -1.21720 -0.54113  -0.1066
N -1.65754 -1.17765 0.00452  0.0607
H -2.97125 1.36982 1.75954  0.0765
H -1.71400 1.52904 0.57308  0.0818
H -1.46329 0.39660 1.88718  0.0415
H -3.36689 -1.01703 0.93080  0.1226
H -2.96136 0.27593 -1.82651  0.1242
H -4.20830 0.92440 -0.77099  0.1206
H -5.82701 -0.30925 -0.02695  0.0902
H -5.21266 -1.95527 0.21271  0.0776
H -6.28449 -1.77884 -1.07285  0.0873
H -1.06874 -0.71075 -0.68654  0.0411
H -2.06210 -1.90037 -0.58996  0.0553

Forces on the atoms, in the same order (eV/Å):
-0.697 0.111 0.092
0.130 0.851 0.160
-0.293 0.236 -0.556
0.118 0.353 0.091
0.192 -0.179 0.380
-0.029 0.213 -0.336
0.461 -1.124 -0.375
0.018 -0.360 0.680
0.043 -0.117 -0.030
-0.774 0.506 0.115
1.044 -0.698 -0.243
0.013 -0.995 0.066
0.411 -0.522 1.685
-1.505 0.228 -0.979
0.957 1.382 0.627
-0.444 -0.102 0.238
-0.242 0.134 -0.377
-0.192 0.306 0.465
-0.197 -0.290 0.071
0.405 0.287 0.151
-0.092 -0.207 -0.297
-0.409 0.222 0.417
-0.137 0.737 -0.447
-0.487 0.821 -1.107
0.762 -0.202 -0.501
0.421 -0.517 0.641
0.364 -0.176 -0.638
-0.417 -0.633 -0.221
-0.012 -0.045 0.024
0.223 0.152 0.179
-0.141 -0.279 -0.228
0.212 0.191 0.013
0.348 -0.311 0.037
0.531 0.156 -1.272
0.283 0.423 -0.045
-0.191 0.526 1.087
-0.934 0.146 -0.759
0.402 -0.012 -0.198
-0.411 -1.091 0.287
-1.099 0.531 -1.356
0.465 0.246 0.688
0.146 -0.386 -0.380
0.072 -0.106 0.537
-0.444 -0.143 0.275
-0.193 -0.056 0.226
-0.315 -0.203 0.037
0.610 -0.668 -0.179
0.152 -0.031 0.079
0.293 0.110 -0.014
-0.331 0.071 0.000
0.398 0.004 -0.080
0.276 0.308 0.451
0.063 0.340 0.299
0.319 -0.173 0.165
0.176 -0.159 0.153
-0.365 -0.015 0.137
0.196 0.159 -0.140
0.643 0.557 0.528
-1.770 0.291 0.174
-0.087 -0.059 -0.200
-0.069 0.685 -0.124
0.675 -0.418 -1.098
0.734 -0.784 0.582
0.070 -0.326 0.037
0.065 -0.357 -0.331
-0.085 -0.029 -0.233
0.919 0.181 -0.215
0.213 0.096 -0.059
-0.351 -0.441 0.067
-0.046 -0.266 0.001
-0.280 -0.031 0.345
-0.462 0.238 0.463
0.276 0.822 -0.152
-0.102 -0.015 0.082
-0.962 0.776 -1.206
1.620 -1.663 0.485
-1.413 0.644 -0.115
0.003 0.273 0.603
0.932 -1.401 0.091
0.076 -0.265 -0.872
0.007 -0.129 0.152
0.069 0.037 0.020
-0.294 -0.352 0.229
-0.686 0.734 0.081
0.596 0.077 0.366
0.065 0.155 0.038
-0.388 0.102 -0.249
0.056 0.291 0.313
-0.305 0.682 -0.293
0.050 0.263 0.305
0.079 -0.318 0.391

Properties
- net charge = 0
- relative energy (zero: lowest compared OMol25 entry of this formula, charge and spin) (kcal per mole) = 23.4
- HOMO-LUMO gap (eV) = 9.5
- DFT total energy (eV) = -44041.9769



No. 2
Computed, not measured: a structure of composition C13H23ClNPZn at a distorted geometry, with ωB97M-V/def2-TZVPD.

Last column: Löwdin charge in e.
Geometry (Å):
C 0.46234 3.16951 -1.69854  -0.0834
C -0.81519 2.73918 -1.36638  -0.0574
C -0.99864 1.77863 -0.35859  -0.2803
C 0.11286 1.27315 0.29561  -0.2650
C 1.38816 1.69296 -0.02910  -0.3689
C 1.57872 2.68010 -1.00050  -0.0460
C -2.39750 1.26411 -0.11192  -0.1279
C -2.49442 -0.23810 0.23625  -0.2275
N -2.63649 -1.09070 -0.91289  -0.2932
Zn 0.05081 0.06701 2.04577  0.1871
C 2.58466 1.04712 0.67249  -0.3076
P 2.07410 -0.69671 0.98521  0.8031
H -1.70381 3.06578 -1.91600  0.1084
H 2.59670 2.96987 -1.23482  0.1022
H 0.60728 3.88275 -2.48027  0.0867
H 2.77210 1.48406 1.66666  0.0621
H 3.47693 1.08620 0.07070  0.0809
H -2.88334 1.79064 0.73836  0.1243
H -3.01876 1.46461 -0.98645  0.1129
H -1.57226 -0.58325 0.75659  0.0488
C 3.40319 -1.50620 1.89796  -0.2758
C 2.07794 -1.40089 -0.68280  -0.2505
H -3.34842 -0.42127 0.88661  0.1150
C -1.53687 -1.17127 -1.83614  -0.0811
C -3.24849 -2.37163 -0.62128  -0.1021
H 0.13581 -1.00060 3.51019  0.0792
H -1.83032 -1.78080 -2.69935  0.0877
H -1.21096 -0.17696 -2.16555  0.0901
H -0.66784 -1.68494 -1.37126  0.0711
H -3.47730 -2.90795 -1.54533  0.0817
H -2.56333 -3.00022 -0.01698  0.0833
H -4.16632 -2.21617 -0.03845  0.0842
H 3.09228 -1.36334 -1.09733  0.0545
H 1.74611 -2.44596 -0.62292  0.0452
H 1.40468 -0.86023 -1.34938  0.0343
H 4.33897 -1.41779 1.33507  0.0455
H 3.48420 -1.03920 2.88635  0.0475
H 3.12138 -2.56352 2.01566  0.0444
H -0.33035 -1.47513 3.02783  0.0973
Cl 0.39142 1.95715 3.11493  -0.0110

Forces on the atoms, in the same order (eV/Å):
0.418 -0.173 0.726
-0.198 -0.448 0.108
0.383 0.447 -0.792
-1.161 -1.305 0.635
0.504 0.614 -0.285
-0.518 -0.598 -0.082
-0.253 -0.343 1.010
0.210 -0.035 -0.676
-1.384 0.010 -0.761
0.643 1.610 -2.031
-0.738 -0.328 0.489
-0.181 0.620 0.273
0.406 0.146 0.036
-0.086 0.237 -0.199
0.030 0.381 -0.394
-0.013 0.072 -0.346
0.451 0.068 -0.246
0.440 -0.006 -0.399
-0.054 -0.129 0.027
-0.190 0.223 0.370
0.323 -0.220 -0.324
0.173 -0.582 -0.079
0.012 0.035 0.047
0.373 -0.233 0.289
0.465 0.252 0.357
-1.139 -1.190 -0.533
0.007 0.264 0.076
-0.111 -0.249 0.064
-0.028 0.131 -0.108
-0.028 0.083 0.100
-0.144 -0.157 -0.038
0.180 -0.115 -0.237
-0.137 -0.053 0.039
0.132 0.192 -0.152
0.035 0.073 0.236
0.063 -0.178 0.349
0.089 -0.114 -0.228
0.270 0.282 0.034
0.676 0.613 1.202
0.079 0.102 1.443

Properties
- net charge = 0
- HOMO-LUMO gap (eV) = 7.4
- DFT total energy (eV) = -85571.9082



No. 3
Computed, not measured: an isolated molecule of C7H9NO2S at a distorted geometry, with ωB97M-V/def2-TZVPD.

Last column: Löwdin charge in e.
Geometry (Å):
C 0.08562 -0.86436 -0.01606  -0.1333
C -0.22479 0.62597 0.43916  -0.1721
C -1.11989 -1.62093 0.12701  -0.4417
C 1.42239 -1.32596 -0.01287  -0.1632
C 0.84016 1.68301 0.49699  -0.1332
C -2.35622 -0.72122 -0.03553  -0.2358
C 2.45300 -0.16259 -0.12858  -0.1539
N -2.27149 1.74948 -0.75506  -0.4173
O -1.16569 -2.82086 0.28579  0.0979
O 2.13750 0.96091 0.76921  -0.1653
S -2.04046 0.96489 0.59882  0.9216
H 1.52942 -1.96891 0.89337  0.1497
H 1.51465 -1.98919 -0.90766  0.1461
H 0.79641 2.09137 -0.48553  0.1154
H 0.82114 2.29391 1.38014  0.1260
H -2.51150 -0.32974 -1.08706  0.0995
H -3.33956 -0.99690 0.18404  0.0674
H 3.47933 -0.63156 0.02560  0.1401
H 2.35653 0.23749 -1.16822  0.1280
H -2.40656 2.82520 -0.60360  0.0241

Forces on the atoms, in the same order (eV/Å):
-2.928 8.659 3.308
0.184 -6.324 -1.343
-1.267 -0.293 -0.369
2.013 -1.173 -0.626
1.469 -3.799 0.823
0.811 1.822 -1.650
-0.944 0.033 -0.280
-0.813 3.172 -0.045
-0.141 -0.075 0.016
-0.195 -0.442 -0.946
2.145 -0.445 -0.914
0.341 0.359 -0.575
0.450 0.199 0.647
0.475 1.237 -0.595
-0.498 0.809 -0.122
0.781 -0.896 0.623
-1.201 -1.181 1.191
-1.179 1.374 0.211
0.394 -0.372 0.577
0.102 -2.664 0.072

Properties
- net charge = 0
- relative energy (zero: lowest compared OMol25 entry of this formula, charge and spin) (kcal per mole) = 107.6
- HOMO-LUMO gap (alpha / beta) (eV) = 8.0 / 8.0
- DFT total energy (eV) = -23820.3012